Formula: C3H8NS2
Source: the OMol25 dataset
Level of theory: the ωB97M-V functional and the def2-TZVPD basis

Computed properties:
- F_max (eV/Å) = 4.28
- highest occupied orbital energy (Eh) = -0.482
- gap between HOMO and LUMO (eV) = 9.394
- molecular weight (g/mol) = 122.2
- total charge = +1
- spin multiplicity = 1

Atoms and positions in Å:
C  1.57  -0.21  0.61
C  0.92  0.28  1.47
C  -1.61  -0.50  2.49
N  -0.16  -0.17  -1.68
S  -2.27  -0.68  0.66
S  -0.35  0.75  2.59
H  2.26  -0.81  0.02
H  -0.88  -0.17  -0.99
H  -1.34  -1.58  2.79
H  -2.44  -0.20  3.15
H  0.64  0.34  -1.20
H  -0.67  -0.13  -2.59
H  0.31  -1.16  -1.51
H  -2.97  -1.71  0.85